(1)
147
Properties=species:S:1:pos:R:3:lowdin_charge:R:1 method="wB97M-V/def2-TZVPD" e_above_lowest_kcal_mol=0.0 orbital_gap_ev=7.5 charge=-1 homo_energy_ev=-5.747 multiplicity=1
Ti 0.46697 0.75097 -0.09951 0.828
F -4.33420 -7.62122 -1.15232 0.120
C -3.41592 -6.65344 -1.09778 -0.139
C -2.13319 -6.88818 -1.55874 -0.135
F -1.81796 -8.08660 -2.05626 0.121
C -1.19377 -5.87419 -1.50244 -0.208
F 0.01949 -6.15838 -1.98246 0.112
C -1.48513 -4.61669 -0.99042 -0.307
P -0.27595 -3.19033 -1.08788 1.133
C 0.13082 -3.39287 -2.87058 -0.365
C 1.39054 -3.49164 -3.45188 -0.102
C 1.53284 -3.53592 -4.83319 -0.089
C 0.42152 -3.47864 -5.65759 -0.094
C -0.84124 -3.36030 -5.09249 -0.094
C -0.97969 -3.31048 -3.71583 -0.128
C 0.99863 -3.96609 -0.01535 -0.360
C 0.63684 -3.92637 1.33299 -0.113
C 1.44721 -4.49322 2.30207 -0.084
C 2.65433 -5.07549 1.94517 -0.090
C 3.03119 -5.10418 0.61281 -0.088
C 2.20215 -4.56839 -0.36266 -0.091
C -2.78338 -4.41491 -0.51393 -0.572
Br -3.27324 -2.79581 0.33271 0.868
C -3.73501 -5.41717 -0.56609 -0.268
F -4.97702 -5.23385 -0.10486 0.069
H 2.28123 -3.48650 -2.84358 0.085
H 2.52559 -3.59525 -5.26120 0.100
H 0.53846 -3.51159 -6.73317 0.099
H -1.71894 -3.29942 -5.72471 0.098
H -1.97157 -3.20725 -3.28570 0.099
H -0.28283 -3.43118 1.62959 0.093
H 1.13998 -4.45641 3.33811 0.092
H 3.30089 -5.49986 2.70301 0.099
H 3.97271 -5.55202 0.32098 0.102
H 2.50991 -4.64880 -1.39151 0.085
C 2.29771 7.38421 0.59309 0.017
C 2.06597 6.14769 1.44098 -0.581
C 2.28029 6.39708 2.92622 0.019
O 0.74318 5.66751 1.23896 -0.004
C 0.78864 4.35825 0.67038 -0.139
C 2.21911 3.90125 0.97603 -0.149
O 2.93470 5.13241 0.98362 -0.008
C 2.85028 2.90443 -0.02980 -0.399
O 2.16569 1.72270 0.11271 -0.251
C 2.74210 3.50053 -1.43730 -0.137
C 1.85110 2.98647 -2.36682 -0.028
C 1.72200 3.54872 -3.63130 -0.081
C 2.47359 4.65853 -3.98060 -0.100
C 3.36473 5.19080 -3.05601 -0.083
C 3.50034 4.61499 -1.80347 -0.036
C 4.31259 2.57314 0.31726 -0.108
C 4.69301 2.38740 1.64465 -0.015
C 5.96412 1.94151 1.96817 -0.084
C 6.88208 1.65406 0.96714 -0.108
C 6.50804 1.80921 -0.35773 -0.087
C 5.23473 2.26377 -0.67693 -0.021
C -0.39435 3.51478 1.22201 -0.387
O -0.47637 2.32711 0.52900 -0.245
C -1.73338 4.21316 0.89888 -0.100
C -2.82934 4.17770 1.75417 -0.019
C -4.06642 4.67604 1.35998 -0.080
C -4.23188 5.22470 0.09936 -0.109
C -3.15034 5.24628 -0.77380 -0.102
C -1.92509 4.73279 -0.38232 -0.019
C -0.17427 3.33426 2.72707 -0.125
C 0.37356 2.15186 3.20941 -0.035
C 0.67877 1.99766 4.55559 -0.084
C 0.43444 3.02687 5.45233 -0.100
C -0.10803 4.21598 4.98362 -0.088
C -0.39568 4.37055 3.63526 -0.047
H 1.61265 8.17702 0.89404 0.087
H 2.12454 7.13589 -0.45358 0.087
H 3.32370 7.73453 0.71145 0.088
H 1.54736 7.11432 3.29825 0.091
H 3.28403 6.78807 3.09605 0.088
H 2.16137 5.46435 3.47693 0.081
H 0.66747 4.42987 -0.41468 0.142
H 2.25122 3.43929 1.96703 0.140
H 1.23976 2.12722 -2.12448 0.063
H 1.03837 3.10204 -4.34324 0.088
H 2.37415 5.10179 -4.96366 0.093
H 3.96209 6.05698 -3.31447 0.097
H 4.20237 5.03132 -1.09420 0.121
H 3.98554 2.57510 2.44144 0.114
H 6.23220 1.79796 3.00789 0.097
H 7.87194 1.29393 1.21824 0.094
H 7.20239 1.56477 -1.15242 0.099
H 4.95437 2.35427 -1.71884 0.118
H -2.74096 3.72870 2.73390 0.101
H -4.90083 4.62307 2.04896 0.094
H -5.19257 5.62102 -0.20623 0.092
H -3.26444 5.65893 -1.76975 0.098
H -1.10786 4.72667 -1.09177 0.116
H 0.56459 1.33989 2.52181 0.079
H 1.10692 1.06489 4.90235 0.101
H 0.66720 2.90615 6.50321 0.095
H -0.29915 5.03392 5.66784 0.099
H -0.78561 5.31511 3.28023 0.121
Cl 2.79346 -1.13811 1.13144 0.735
C 2.97202 -1.09106 -0.60702 -0.670
C 1.91099 -0.65046 -1.40144 -0.208
C 2.21741 -0.54557 -2.74706 -0.670
Cl 0.95466 -0.04189 -3.86954 0.709
C 3.45967 -0.83682 -3.30499 -0.720
Cl 3.77288 -0.63157 -4.99292 0.657
C 4.46244 -1.32353 -2.47463 -0.717
Cl 6.00456 -1.74638 -3.12684 0.650
C 4.21577 -1.46781 -1.10939 -0.712
Cl 5.46285 -2.08225 -0.08712 0.663
O -0.14366 -0.33933 0.90231 -0.509
S -2.35118 0.15859 2.12008 1.006
C -3.43192 1.00490 3.23895 -0.498
C -2.95884 1.48682 4.46165 -0.086
C -3.78012 2.23998 5.28107 -0.080
C -5.08152 2.54085 4.89296 -0.102
C -5.55101 2.08121 3.67272 -0.107
C -4.72994 1.31920 2.85104 -0.111
C -1.83037 -1.12262 3.25828 -0.488
C -2.77731 -1.98905 3.79536 -0.125
C -2.41623 -2.91066 4.76516 -0.087
C -1.10151 -2.97383 5.20781 -0.100
C -0.15137 -2.12709 4.65477 -0.089
C -0.50807 -1.21396 3.67361 -0.100
H -1.93729 1.28404 4.75711 0.100
H -3.39381 2.61126 6.22224 0.102
H -5.72160 3.12790 5.53896 0.094
H -6.56152 2.30904 3.35669 0.099
H -5.09762 0.96494 1.89519 0.098
H -3.80566 -1.92306 3.46193 0.099
H -3.16326 -3.57765 5.17672 0.099
H -0.81921 -3.68476 5.97429 0.096
H 0.87900 -2.17545 4.98523 0.105
H 0.23089 -0.58249 3.20695 0.072
O -0.93542 0.78194 -1.58669 -0.628
S -2.15507 -0.00236 -2.00875 0.968
C -3.53536 0.88938 -1.22058 -0.296
C -4.07760 1.89228 -2.23222 -0.217
C -3.94899 1.22107 -3.59804 -0.227
C -2.52259 0.69093 -3.64966 -0.307
H -3.09428 1.33848 -0.32959 0.066
H -4.27460 0.14295 -0.92567 0.079
H -3.47789 2.80297 -2.19789 0.104
H -5.10695 2.16430 -1.99730 0.117
H -4.13895 1.90540 -4.42542 0.114
H -4.66306 0.39688 -3.67935 0.113
H -1.78958 1.49236 -3.75417 0.093
H -2.33608 -0.06918 -4.40657 0.082

---

(2)
10
Properties=species:S:1:pos:R:3:lowdin_charge:R:1 method="wB97M-V/def2-TZVPD" e_above_lowest_kcal_mol=67.1 smiles="C#C/N=C/C" orbital_gap_ev=9.7 charge=0 homo_energy_ev=-9.155 multiplicity=1
C 2.98577 0.10177 0.03764 0.082
C 1.79048 -0.13321 0.02251 -0.251
C -0.49977 0.13381 -0.23409 -0.186
C -1.87386 -0.25408 0.09067 -0.064
N 0.52296 -0.51198 0.24360 0.048
H 3.84298 0.75802 0.11667 0.023
H -0.47341 0.94276 -0.96281 0.122
H -2.49268 -0.01617 -0.73101 0.071
H -1.82786 -1.26970 0.40179 0.077
H -1.97460 0.24878 1.01504 0.079

---

(3)
42
Properties=species:S:1:pos:R:3:lowdin_charge:R:1 method="wB97M-V/def2-TZVPD" smiles="N#Cc1cc(Cl)cc(Oc2c(C3CC3)ncn(C[C@H]3C=CC(=O)N=N3)c2=O)c1" orbital_gap_ev=7.3 charge=0 homo_energy_ev=-8.901 multiplicity=1
N -0.46133 2.05478 -4.74518 0.160
O 4.20868 -0.00079 -2.30087 0.023
O -1.39228 1.53786 1.03543 0.002
Cl -5.62725 2.48915 -1.50786 0.654
C -1.13616 1.54293 -3.93194 -0.176
N 2.09687 1.06842 -1.87956 0.145
N 1.58196 1.89499 -1.00595 0.108
N 1.07821 -1.42230 1.73719 0.145
O -2.15703 -1.20670 -0.00290 0.021
C 3.43471 0.67771 -1.51741 -0.358
C -0.63195 0.49825 1.13324 -0.306
C 1.46099 -0.15560 1.85233 -0.122
C 4.21902 1.01228 -0.26976 0.014
C -1.03244 -0.87916 0.84020 -0.072
C 3.52379 1.78437 0.65740 -0.073
C -0.20785 -1.83249 1.32434 -0.130
C -3.28643 1.84549 -2.70465 -0.070
C -3.77954 0.43533 -0.89590 0.006
C -1.72169 0.09201 -2.16191 0.065
C -4.15944 1.51870 -1.72827 -0.594
C -2.13245 1.08461 -3.00865 -0.222
C -2.55846 -0.25702 -0.97489 -0.156
N 0.58466 0.82116 1.65634 0.012
C 2.20419 2.39656 0.29046 -0.219
C 1.13287 2.24845 1.56438 -0.007
C 0.47043 -4.50250 1.61038 -0.076
C -0.74100 -4.14270 2.46720 -0.123
C -0.50865 -3.35430 1.17682 -0.173
H 2.41646 0.30200 2.00110 0.109
H 5.14856 0.44202 -0.01485 0.136
H 4.14386 2.01316 1.49078 0.101
H -3.49704 2.65491 -3.34572 0.105
H -4.45030 0.14293 -0.22778 0.073
H -0.85438 -0.45216 -2.43738 0.113
H 2.29902 3.44874 0.20786 0.129
H 0.44378 3.10697 1.59533 0.119
H 1.51280 2.54372 2.57377 0.136
H 0.49202 -5.50483 1.18803 0.093
H 1.46016 -4.17481 1.89474 0.085
H -0.60496 -3.58355 3.43183 0.117
H -1.64535 -4.72414 2.43763 0.090
H -1.32708 -3.46448 0.49468 0.116

---

(4)
92
Properties=species:S:1:pos:R:3:lowdin_charge:R:1 method="wB97M-V/def2-TZVPD" e_above_lowest_kcal_mol=196.1 orbital_gap_ev=5.0 charge=+2 homo_energy_ev=-12.611 multiplicity=1
Ba 0.62764 0.45128 3.31953 2.016
Ba 2.12464 -3.04774 3.27692 1.943
N 0.90124 -1.46775 1.47225 -0.655
S 1.45989 -1.30883 -0.00843 0.456
O 0.92272 -0.38871 -0.99850 -0.196
O 2.19343 -2.49598 -0.43031 -0.253
F 2.71495 -0.42258 0.50481 -0.226
S -0.74827 -1.56013 0.80867 0.596
O -1.06166 -2.26193 -0.38411 -0.172
O -1.39100 -0.30576 1.28145 -0.357
F -1.48060 -2.61597 1.82784 -0.211
N 2.89133 -0.56535 4.12745 -0.724
S 3.48137 -0.45878 5.55388 0.407
O 3.12487 0.80874 6.23468 -0.232
O 4.67998 -1.20655 5.85690 -0.217
F 2.55077 -1.54311 6.15544 -0.209
S 4.26155 0.17890 3.36971 0.598
O 4.90551 -0.64440 2.42423 -0.207
O 5.03635 1.20262 4.09831 -0.182
F 3.29174 1.10286 2.42231 -0.278
F -1.83063 0.21672 -2.26292 0.029
C -3.00429 -0.44462 -2.50058 -0.253
C -3.95096 -0.69210 -1.46111 -0.021
C -5.14428 -1.36110 -1.73796 -0.062
C -5.38924 -1.71187 -3.07810 -0.093
C -4.50853 -1.42260 -4.06639 -0.079
C -3.31991 -0.80636 -3.77094 -0.022
H -3.76859 -0.36512 -0.44809 0.090
H -5.89428 -1.61542 -1.00365 0.104
H -6.39571 -2.00906 -3.33325 0.110
H -4.79521 -1.69888 -5.07032 0.119
H -2.58451 -0.56157 -4.52304 0.126
F 3.69043 2.12361 -3.29398 0.047
C 4.06734 0.80979 -3.33287 -0.262
C 4.23684 0.14358 -4.54686 -0.005
C 4.62367 -1.20440 -4.55652 -0.053
C 5.05853 -1.81817 -3.34018 -0.062
C 4.93378 -1.06741 -2.15230 -0.098
C 4.32619 0.16943 -2.13992 -0.052
H 4.00807 0.66960 -5.46193 0.119
H 4.83959 -1.74870 -5.46399 0.104
H 5.34853 -2.85697 -3.28358 0.095
H 5.22271 -1.48945 -1.20109 0.098
H 4.28284 0.70242 -1.20160 0.106
C -3.64605 -1.23935 4.07393 0.005
O -4.10866 0.16801 4.05691 -0.017
C -3.20772 1.20627 3.80094 -0.451
O -1.98765 1.09070 3.75137 -0.118
O -3.81610 2.46584 3.90756 0.000
C -5.26033 2.57320 4.06044 -0.013
H -2.62311 -1.32641 4.44016 0.077
H -3.73036 -1.62639 3.05845 0.086
H -4.28466 -1.98436 4.54853 0.105
H -5.53056 2.06765 4.98753 0.096
H -5.81513 1.95815 3.35191 0.097
H -5.64888 3.59158 4.06652 0.109
C -1.53358 -6.19856 2.78845 -0.014
O -0.89563 -6.52881 1.56758 0.003
C 0.11765 -5.77340 1.05012 -0.461
O 0.36719 -4.61628 1.54092 -0.136
O 0.65068 -6.38965 -0.00097 0.060
C 1.59446 -5.71243 -0.77537 -0.033
H -0.71928 -6.14738 3.51122 0.088
H -2.12008 -7.08178 3.04150 0.119
H -1.98587 -5.21640 2.65095 0.093
H 1.07244 -4.95300 -1.35748 0.109
H 2.10619 -6.35580 -1.49113 0.116
H 2.37504 -5.20455 -0.20894 0.085
C -2.21810 2.60694 0.13987 0.016
O -1.12412 3.53432 -0.03203 0.047
C 0.06329 3.24379 0.43924 -0.631
O 0.39535 2.19839 1.01278 -0.055
O 0.82463 4.23359 0.15046 0.062
C 2.26768 4.12528 0.19459 0.020
H -2.00456 1.71026 -0.44190 0.071
H -3.14632 3.03345 -0.24039 0.114
H -2.37542 2.39513 1.19745 0.079
H 2.61066 3.39325 -0.53658 0.096
H 2.70750 3.76205 1.12343 0.084
H 2.77057 5.05967 -0.05463 0.112
C 0.49674 7.03230 -3.88090 -0.057
O 0.96044 5.78352 -3.44026 -0.022
C 0.15481 4.72919 -3.11970 -0.605
O -1.06347 4.83431 -3.14509 0.111
O 0.88881 3.67731 -3.01280 0.017
C 0.29511 2.34910 -3.16089 0.016
H -0.32108 6.86002 -4.58061 0.100
H 1.35567 7.61014 -4.22214 0.098
H 0.10016 7.70215 -3.11793 0.091
H 1.00777 1.59459 -3.49396 0.090
H -0.62545 2.30579 -3.74294 0.104
H 0.07042 2.04605 -2.13825 0.062

---

(5)
34
Properties=species:S:1:pos:R:3:lowdin_charge:R:1 method="wB97M-V/def2-TZVPD" e_above_lowest_kcal_mol=118.0 orbital_gap_ev=7.3 charge=0 homo_energy_ev=-6.577 multiplicity=1
B -0.33179 0.03364 1.28143 -0.487
C -0.66302 -1.16388 2.08895 -0.004
C -1.43049 -2.31929 1.65645 -0.142
C -1.51023 -2.91980 0.37794 -0.127
C -0.83458 -2.44004 -0.85346 -0.009
C -0.49854 -1.17277 -1.12870 -0.372
C -1.90939 1.74821 -1.38498 -0.022
C 2.23305 0.09897 -3.10878 -0.069
C 1.95946 2.46201 2.49606 -0.047
C -2.10683 0.47272 -0.55802 -0.118
C 1.64307 -0.86509 -2.08231 -0.224
C 0.72634 1.47649 2.72439 -0.249
O -0.77573 -0.09980 -0.30475 -0.017
O 0.21353 -0.83239 -2.22498 -0.063
O 0.21560 1.21825 1.48418 0.089
H -0.63830 -1.18178 3.16635 0.062
H -1.82041 -3.03278 2.44119 0.105
H -1.78277 -4.02437 0.26018 0.098
H -0.56414 -3.20790 -1.61446 0.134
H -1.16923 2.26454 -0.92763 0.029
H -1.56353 1.53317 -2.44597 0.111
H -2.90824 2.31193 -1.25664 0.120
H 3.16666 -0.32652 -3.44401 0.068
H 1.68110 0.20858 -4.02152 0.069
H 2.23286 1.01853 -2.51156 0.082
H 1.61967 3.31524 1.84268 0.083
H 2.30037 2.93265 3.40979 0.060
H 2.70208 1.92439 1.87200 0.078
H -2.75114 -0.20821 -1.06904 0.135
H -2.48403 0.63919 0.38829 0.105
H 1.81817 -0.53599 -0.96591 0.154
H 2.07744 -1.93679 -2.25444 0.144
H 0.07718 1.98395 3.42598 0.122
H 1.07580 0.62496 3.24130 0.100

---

(6)
15
Properties=species:S:1:pos:R:3:lowdin_spin:R:1 method="wB97M-V/def2-TZVPD" e_above_lowest_kcal_mol=38.7 orbital_gap_ev="7.3 / 6.5" charge=0 s_squared=2.015 homo_energy_ev="-6.550 / -8.578" multiplicity=3
C 2.77797 0.03877 -0.36841 0.088
C 2.14046 1.20443 -0.39450 0.054
C 1.68197 -0.95848 0.18600 0.104
C -1.89224 -0.38593 -0.20285 0.074
N 0.94105 1.08027 0.18300 0.131
N 0.59938 -0.20371 0.61755 0.409
N -0.59422 -0.96618 -0.49832 0.805
O 1.78283 -2.19124 0.36382 0.261
H 3.77225 -0.41862 -0.77784 0.002
H 2.53071 2.22420 -0.75185 0.001
H -2.30084 -0.78206 0.66929 0.012
H -1.74039 0.69758 -0.08753 0.004
H -2.62297 -0.57465 -1.04020 0.028
H 0.23630 1.80436 0.31255 0.003
H -0.59250 -1.95445 -0.33401 0.024

---

(7)
15
Properties=species:S:1:pos:R:3:lowdin_charge:R:1 method="wB97M-V/def2-TZVPD" e_above_lowest_kcal_mol=33.5 smiles=COCCCCl orbital_gap_ev=10.8 charge=0 homo_energy_ev=-9.882 multiplicity=1
C -2.15122 -1.04638 0.16060 -0.091
C -0.48435 0.54523 -0.07974 -0.248
C 0.97886 0.70698 0.49326 -0.214
C 1.94741 0.22649 -0.58217 -0.536
H -2.88502 -0.23765 -0.04025 0.091
H -2.39360 -2.03799 -0.18999 0.087
H -2.03258 -0.94507 1.28606 0.105
H -0.47047 1.18485 -0.97127 0.126
H -1.30287 0.74420 0.60549 0.091
H 1.23406 1.74767 0.65810 0.099
H 1.15503 0.22295 1.48985 0.111
H 2.47454 0.96708 -1.22839 0.082
H 1.51437 -0.48660 -1.27668 0.049
O -0.87788 -0.73943 -0.43940 -0.207
Cl 3.29373 -0.85232 0.11454 0.455

---

(8)
15
Properties=species:S:1:pos:R:3:lowdin_charge:R:1 method="wB97M-V/def2-TZVPD" e_above_lowest_kcal_mol=86.3 orbital_gap_ev=7.2 charge=0 homo_energy_ev=-6.169 multiplicity=1
C -1.53742 0.52977 1.73197 -0.116
C -0.45900 -0.08311 0.90162 -0.196
C 0.49542 -0.98931 -1.97512 -0.102
N 0.60041 0.62928 0.50824 -0.009
C 1.55896 0.34441 -0.37071 -0.243
O 1.52889 -0.86354 -1.00043 -0.143
H -2.52983 0.25011 1.35518 0.066
H -1.49205 1.62646 1.69604 0.068
H -1.50956 0.23739 2.79298 0.063
H -0.47775 -1.11974 0.59708 0.094
H 0.88101 -1.61339 -2.78514 0.086
H 0.21798 -0.00542 -2.37100 0.092
H -0.39914 -1.46073 -1.55000 0.071
H 0.67403 1.56344 0.90220 0.161
H 2.44806 0.95438 -0.43294 0.110